The following is a DFT calculation (ωB97M-V with the def2-TZVPD basis set) of C4H4ClNOS as an isolated structure in a non-equilibrium geometry.

```
! wB97M-V def2-TZVPD RIJCOSX def2/J DEFGRID3
* xyz 0 1
S 3.3300 -1.5930 -0.0052
C 0.9903 -0.6173 -0.0243
H 1.5720 2.5814 0.0390
O 1.1791 1.7971 -0.3977
C 3.5002 0.0030 -0.3814
Cl 4.7384 1.0715 0.0657
H -0.7269 -0.1260 0.8207
H -0.8374 -0.2982 -0.9960
C 1.6345 0.5681 -0.2055
C -0.5177 -0.6936 -0.0353
H -0.8093 -1.7337 -0.0289
N 1.7544 -1.7252 -0.0393
*
```

* calculated total energy: -31104.272 eV
* energy relative to the best compared isomer or geometry (same formula, charge and spin): 331.64 kJ/mol